14
Properties=species:S:1:pos:R:3:forces:R:3:mulliken_charge:R:1 method="wB97M-V/def2-TZVPD" lumo_ev=-0.830 relative_energy_kj_mol=408.3 gap_ev=6.0
O 1.671384 -1.093953 -2.282665 -0.08 0.13 0.12 -0.614
C 1.830974 -0.635199 -1.143853 -0.02 0.23 0.14 -0.174
C 1.008744 0.335885 -0.529694 0.22 -0.37 -0.20 0.013
C -0.434544 0.417307 -0.960464 -0.23 0.02 -0.12 -0.547
N -0.803580 0.295730 0.498651 -0.57 -0.19 0.32 0.163
C -1.891131 0.039405 1.102689 0.31 -0.01 -0.18 -0.191
C 0.639072 0.322561 0.938038 0.01 -0.05 0.28 -0.523
H 2.697682 -1.002335 -0.538436 -0.21 0.12 0.01 0.295
H -0.887590 1.332211 -1.377514 0.23 -0.13 0.12 0.228
H -0.769998 -0.454707 -1.537401 -0.13 0.08 -0.01 0.275
H -2.828567 -0.040658 0.556500 0.24 0.07 -0.14 0.280
H -1.920300 -0.127498 2.177892 0.27 0.08 -0.15 0.277
H 0.805033 1.196539 1.591062 -0.03 -0.08 -0.26 0.235
H 0.882820 -0.585283 1.505198 -0.01 0.08 0.08 0.283